(1)
C31H24N5O2PtS3 as an isolated structure, computed with ωB97M-V/def2-TZVPD.

The geometry in XYZ format:
```
66
Properties=species:S:1:pos:R:3:nbo_charge:R:1
C -1.7834 2.7557 -3.3763 -0.18
C 4.3598 -0.0112 1.6493 0.13
H -7.3515 0.2967 -1.2904 0.22
C -0.4789 2.3342 -3.5627 -0.25
N 2.4177 0.9877 -1.5649 -0.48
O 3.9545 -1.8362 3.2335 -0.43
H 3.3913 -3.8078 3.6217 0.22
H -3.3552 3.0938 -1.9540 0.23
H -2.0114 -4.8543 3.0545 0.23
S -3.5111 0.4049 -4.2129 -0.12
H 7.1634 1.8426 1.5524 0.25
C -1.4052 -1.5254 3.0530 -0.20
C 5.5257 1.9904 0.1728 -0.19
C 5.6126 0.4365 2.0248 -0.17
N 3.7088 0.5613 0.6393 -0.41
H 1.7019 0.7035 -3.5084 0.24
C -0.2434 1.9836 -1.1984 -0.27
C -6.3908 0.2415 -0.7954 -0.20
C 2.6423 2.6669 -3.1886 -0.08
C -0.7706 -1.1634 -1.6184 -0.14
C -5.0610 0.3476 1.1900 -0.19
C -0.1317 -3.9430 2.5805 -0.20
C -3.9251 0.0800 0.4468 -0.26
H 6.1301 -0.0290 2.8522 0.26
H 2.2571 -3.6667 1.5013 0.23
H 0.3424 1.6855 -0.3384 0.21
C 3.5975 -1.1859 2.1533 0.58
H -5.3570 -0.1978 -2.6163 0.25
C 1.7172 1.4924 -2.7555 -0.12
C 2.9074 -2.8540 3.4396 -0.08
H 5.9715 2.7491 -0.4553 0.26
H 0.3641 -4.8889 2.3918 0.22
C -2.1048 -2.7155 3.1956 -0.20
C -5.2607 -0.0306 -1.5559 -0.24
H -1.9765 2.4296 -0.0150 0.22
H 3.1347 2.5130 -4.1440 0.22
H -4.9751 0.4928 2.2594 0.21
C -1.4685 -3.9243 2.9524 -0.19
H -1.8937 -0.5795 3.2501 0.22
S -1.0105 -0.8869 -3.3174 0.44
C -2.3282 2.7848 -2.0974 -0.21
S 0.6644 -1.9641 -1.0215 -0.16
H -0.0637 2.3020 -4.5652 0.22
N -1.7896 -0.8709 -0.9044 -0.25
C 6.1846 1.4697 1.2846 -0.14
H -2.3828 3.0467 -4.2279 0.24
N 2.5836 -1.6112 1.4884 -0.47
C 0.2965 1.9379 -2.4748 0.03
N -2.8184 -0.3782 -1.6619 -0.28
H 2.3347 -2.5552 4.3136 0.22
C 2.0471 -2.8141 2.1484 -0.09
C -6.3018 0.4361 0.5725 -0.21
C 0.5713 -2.7536 2.4476 -0.07
H 2.1233 3.6201 -3.1839 0.23
H -7.1894 0.6473 1.1538 0.22
H 0.4650 -0.6077 2.5591 0.20
C 4.2760 1.4842 -0.1309 0.21
H -2.9598 -0.0040 0.9239 0.24
C -4.0244 -0.0986 -0.9324 0.21
H -3.1456 -2.7024 3.4907 0.23
C -0.0708 -1.5427 2.6758 -0.17
Pt 2.1395 -0.4336 -0.1094 0.74
O 3.6888 2.7240 -2.1511 -0.43
C -2.5986 -0.2560 -3.0104 -0.13
C 3.4220 1.7483 -1.3205 0.56
C -1.5578 2.4025 -1.0128 -0.19
```

Summary:
HOMO-LUMO gap = 5.40 eV
energy relative to the best compared isomer or geometry (same formula, charge and spin) = 40.2 kJ/mol
HOMO = -9.777 eV
charge = +1
LUMO energy = -4.376 eV


(2)
A 2-piece molecular cluster, C6H14O3 overall, computed with ωB97M-V/def2-TZVPD.

The geometry in XYZ format:
```
23
Properties=species:S:1:pos:R:3:nbo_charge:R:1
H 3.1005 -1.8945 -1.7600 0.22
H -2.9670 0.1252 0.3309 0.22
O 1.9926 -0.6169 0.4025 -0.77
H -2.3244 -0.5213 1.8401 0.22
O 0.1014 -1.3386 -0.3708 -0.77
H 2.2286 -2.9334 -0.6312 0.22
H 2.2252 0.4380 -2.2496 0.22
C -1.7550 2.6320 1.9451 -0.52
H 1.7392 0.2935 0.6216 0.49
C -2.6935 0.3857 1.3560 -0.68
H -2.6553 2.9004 2.4690 0.20
H 0.5968 -1.4734 0.5978 0.51
O -0.4778 1.1198 0.7046 -0.74
H -0.9531 3.3511 1.9156 0.21
H 0.7334 1.0056 -1.4551 0.24
H 0.6418 -0.1840 -2.7508 0.23
H -3.5820 0.7245 1.8818 0.23
C 2.1117 -2.1986 -1.4255 -0.65
H 1.5567 -2.6534 -2.2446 0.22
C 1.3374 -0.9970 -0.9163 0.52
C -1.6337 1.4466 1.3579 0.33
C 1.2359 0.1498 -1.9014 -0.67
H -0.5593 0.2389 0.2823 0.50
```

Summary:
HOMO-LUMO gap = 9.43 eV
energy relative to the best compared isomer or geometry (same formula, charge and spin) = 150.7 kJ/mol
HOMO = -8.636 eV
structure (SMILES) = CC(C)(O)O.C=C(C)O
charge = 0
LUMO energy = 0.795 eV


(3)
A 2-piece molecular cluster, C5H11NO overall, computed with ωB97M-V/def2-TZVPD.

The geometry in XYZ format:
```
18
Properties=species:S:1:pos:R:3:nbo_charge:R:1
H -2.2375 1.9101 -2.1144 0.22
H 0.1198 -2.3622 0.1502 0.24
H -0.5149 2.5731 -1.8683 0.19
C -0.8961 0.5774 -1.1794 0.53
H 2.0910 0.4106 0.6713 0.19
H -0.4420 2.5230 1.4633 -0.04
H -0.7864 2.4570 0.8029 0.02
C 1.0429 0.2165 0.4369 0.28
H 1.2310 1.2589 -1.2232 0.41
H -0.8127 -0.4084 1.2645 0.27
C 0.5228 -2.0983 1.1308 -0.60
H 0.5640 -0.3341 2.4063 0.22
C -1.2244 1.7597 -1.7651 -0.70
H 0.0208 -2.7020 1.8915 0.22
H 1.5929 -2.3333 1.1613 0.20
O -1.4231 -0.5005 -0.9103 -0.70
C 0.2507 -0.6091 1.3925 -0.49
N 0.5961 0.7029 -0.6573 -0.47
```

Summary:
HOMO-LUMO gap = 7.51 eV
energy relative to the best compared isomer or geometry (same formula, charge and spin) = 324.3 kJ/mol
HOMO = -7.411 eV
charge = 0
LUMO energy = 0.102 eV


(4)
One molecule with the formula C6H8, computed with ωB97M-V/def2-TZVPD.

The geometry in XYZ format:
```
14
Properties=species:S:1:pos:R:3:nbo_charge:R:1
H -3.5861 1.0098 0.2559 0.23
H 0.8166 -1.5725 1.1348 0.22
H 3.1386 -0.8480 0.9771 0.22
C 0.7881 -0.4796 0.8334 -0.51
H 0.8008 -0.0890 1.9116 0.23
H -4.0171 -0.5980 -0.3781 0.24
C 2.4885 -0.2139 0.2995 -0.13
C -1.7833 -0.1248 -0.2193 -0.02
C -3.2143 0.2393 -0.4802 -0.69
H -3.2949 0.8344 -1.4022 0.24
C 2.7786 0.5227 -0.7501 -0.43
H 1.9645 0.8993 -1.4710 0.22
H 3.8134 0.6734 -0.9885 0.21
C -0.6935 -0.2530 0.2772 -0.02
```

Summary:
HOMO-LUMO gap = 10.50 eV
energy relative to the best compared isomer or geometry (same formula, charge and spin) = 354.0 kJ/mol
HOMO = -9.449 eV
structure (SMILES) = C=CCC#CC
charge = 0
LUMO energy = 1.049 eV


(5)
C2H8OS2 as an isolated structure, computed with ωB97M-V/def2-TZVPD.

The geometry in XYZ format:
```
13
Properties=species:S:1:pos:R:3:lowdin_spin:R:1
O -0.3709 1.6512 -0.6683 0.67
H -0.5359 0.8548 0.1406 -0.02
H 2.0827 -1.8457 1.6702 0.00
H -1.9636 0.4153 -1.0617 0.02
H 2.0939 -0.3448 0.6906 0.00
S -0.2511 0.4906 1.8037 0.08
C 1.8373 -1.3684 0.7459 0.01
S 0.0693 -1.3629 0.3176 0.09
H -0.8831 0.5376 -2.3875 0.05
C -1.3551 1.1704 -1.5993 0.08
H -1.0422 -0.3257 2.5406 0.00
H -1.9428 1.9740 -2.0586 0.01
H 2.2615 -1.8464 -0.1338 0.00
```

Summary:
HOMO-LUMO gap (alpha / beta) = 8.48 / 5.48 eV
energy relative to the best compared isomer or geometry (same formula, charge and spin) = 333.0 kJ/mol
HOMO (alpha / beta) = -14.530 / -14.272 eV
multiplicity = 2
charge = +1
LUMO energy (alpha / beta) = -6.049 / -8.792 eV


(6)
C24H25HfN4O6S2Te as an isolated structure, computed with ωB97M-V/def2-TZVPD.

The geometry in XYZ format:
```
63
Properties=species:S:1:pos:R:3:nbo_charge:R:1
O -2.6486 -1.4827 -2.7620 -0.50
H 3.7767 -0.4265 1.8385 0.22
C -2.7619 -1.4037 1.1530 0.44
H -1.5600 -2.4461 3.2356 0.24
C 6.0540 -0.4684 -0.6639 -0.20
C -1.9840 6.2939 -4.1170 -0.18
Te 2.3020 2.2462 0.9784 0.06
H -4.1592 0.3668 -1.0331 0.23
H -5.1659 0.5434 0.4209 0.21
C -0.5946 3.8972 -3.9375 -0.24
N -2.3841 -2.6802 1.3052 -0.41
C 5.3631 -0.8703 0.4694 -0.18
C 1.1332 1.4575 -1.5226 0.48
H -0.4602 -3.1743 2.0485 0.22
H -0.1278 4.1879 -6.0028 0.23
H -2.5161 5.9741 -2.0637 0.23
H -3.4694 1.0210 0.4671 0.24
C -2.6792 -3.7642 0.3678 -0.43
O 1.6113 0.4595 -1.7822 -0.46
H -0.0486 2.9657 -3.8580 0.22
C 4.2942 -0.1198 0.9387 -0.25
O -1.0825 0.3989 -0.9903 -0.82
O 0.7724 -1.1110 0.4154 -0.80
C -0.8599 -0.8858 -1.2764 0.14
H -1.4197 2.6550 -1.7112 0.44
H 5.6600 -1.7690 0.9939 0.22
H -0.5808 6.0109 -0.9371 0.42
O 0.7256 -3.9466 -0.6472 -0.46
C -1.4967 -3.1153 2.3876 -0.41
S -1.1405 3.0422 0.9687 -0.25
C -1.5813 -1.7073 -2.2484 0.41
H -1.7603 -4.3297 0.2134 0.24
H -4.7155 -2.2528 -1.0674 0.23
C -0.7402 -2.9866 -2.3653 0.39
H -1.8146 -4.1083 2.7045 0.22
H 6.8956 -1.0484 -1.0182 0.23
C -1.0035 4.0885 -0.3914 0.40
O -0.7536 -3.7749 -3.2576 -0.40
C -0.6378 4.5882 -5.1372 -0.18
H -2.5336 7.2231 -4.1828 0.23
H -3.4250 -4.4495 0.7735 0.22
C 5.6723 0.6844 -1.3352 -0.22
S -1.8985 -0.1653 2.0502 -0.25
N -1.2430 3.6443 -1.6179 -0.58
H -5.8245 -1.5446 0.1034 0.23
C 3.9055 1.0242 0.2555 -0.24
C -4.1667 0.3040 0.0558 -0.42
C 4.5967 1.4314 -0.8794 -0.20
C -4.8513 -2.0184 -0.0114 -0.42
Hf 0.0745 0.6997 0.5751 1.69
N -3.8398 -1.0663 0.4509 -0.38
C -1.9561 5.6044 -2.9136 -0.28
C -1.3305 5.7870 -5.2295 -0.19
C -1.2533 4.4084 -2.8267 0.18
H -3.0157 -3.3933 -0.5954 0.22
H -4.8482 -2.9222 0.5870 0.22
H 6.2153 1.0114 -2.2124 0.22
H 4.2993 2.3329 -1.4020 0.21
N -0.7092 5.3628 -0.1751 -0.75
C 0.0903 -1.6216 -0.5987 0.25
C 0.1646 -2.9995 -1.1225 0.40
H -1.3701 6.3209 -6.1689 0.23
H -0.5172 5.6606 0.7657 0.43
```

Summary:
HOMO-LUMO gap = 6.90 eV
energy relative to the best compared isomer or geometry (same formula, charge and spin) = 53.6 kJ/mol
HOMO = -10.631 eV
charge = +1
LUMO energy = -3.728 eV


Computed M, in the same sequence as the records: 789.85 134.18 101.15 80.13 112.22 835.71 Da.